Record 1
DFT (the ωB97M-V functional and the def2-TZVPD basis) results for the molecule C15H24N2O2.

Computed properties:
E_LUMO	-0.493	eV
energy above the lowest of the compared OMol25 structures with the same formula, charge and spin	13.010	eV
SMILES string	C=CC[C@@](C#N)(CCOCC)[C@@](C#N)(CC)CCO
largest force on an atom	6.95	eV/A
highest occupied orbital energy	-7.251	eV
total energy	-845.58409	Eh

Geometry (Å):
C: -3.944 -0.536 -2.469
C: -2.872 -1.405 -1.972
C: -1.352 -0.861 -2.192
C: -0.563 -0.663 -0.762
C: -1.697 -1.016 0.359
N: -2.413 -1.462 1.237
C: 0.649 -1.714 -0.802
C: 1.496 -1.884 0.545
O: 0.773 -2.453 1.662
C: 1.283 -2.006 2.942
C: -0.025 -1.829 3.906
C: -0.143 0.870 -0.491
C: -1.499 1.749 -0.728
N: -2.573 2.320 -0.777
C: 0.308 1.194 1.027
C: 1.789 1.820 1.180
C: 0.903 1.440 -1.616
C: 0.809 3.070 -1.763
O: 2.162 3.511 -2.107
H: -4.169 -0.605 -3.606
H: -4.499 0.152 -1.743
H: -3.099 -2.437 -1.496
H: -1.303 0.063 -2.862
H: -0.819 -1.711 -2.788
H: 0.196 -2.758 -1.043
H: 1.377 -1.455 -1.648
H: 2.058 -0.899 0.804
H: 2.350 -2.640 0.299
H: 1.794 -0.980 2.930
H: 2.015 -2.751 3.435
H: -0.613 -2.802 4.042
H: 0.291 -1.366 4.923
H: -0.776 -1.064 3.456
H: -0.417 1.970 1.494
H: 0.273 0.277 1.733
H: 1.884 2.902 0.805
H: 2.076 1.702 2.298
H: 2.583 1.192 0.607
H: 0.586 1.043 -2.663
H: 1.973 1.071 -1.457
H: 0.072 3.368 -2.610
H: 0.537 3.577 -0.772
H: 2.472 4.028 -1.323



Record 2
DFT (the ωB97M-V functional and the def2-TZVPD basis) results for a cluster of 2 separate species, C15H24N2O8 in total.

Computed properties:
E_LUMO (alpha / beta)	-1.307 / -4.549	eV
energy above the lowest of the compared OMol25 structures with the same formula, charge and spin	0.000	eV
largest force on an atom	2.87	eV/A
highest occupied orbital energy (alpha / beta)	-9.139 / -9.138	eV
total energy	-1296.86822	Eh

Geometry (Å):
N: -0.053 -0.201 0.421
O: -0.404 -1.402 0.575
O: -0.917 0.682 0.173
O: 1.164 0.116 0.506
C: -2.219 6.012 0.237
C: -3.330 5.997 1.276
C: -3.123 7.153 2.295
C: -2.300 6.191 3.183
C: -2.979 4.989 2.408
C: -4.208 4.354 3.032
C: -4.094 3.708 4.395
C: -2.995 2.652 4.584
C: -1.826 3.143 5.581
C: -0.901 4.218 5.037
C: -1.201 5.672 5.414
C: -2.377 6.286 4.673
C: -3.348 6.930 5.351
O: -2.461 3.512 6.835
N: -1.407 3.585 7.955
O: -1.866 4.098 8.947
O: -0.334 3.097 7.690
C: -3.550 1.330 5.097
O: -2.445 2.446 3.280
O: -1.335 1.661 3.332
C: -4.692 5.892 0.617
H: -2.278 5.117 -0.396
H: -2.327 6.894 -0.406
H: -1.224 6.041 0.699
H: -2.558 8.008 1.905
H: -4.061 7.473 2.763
H: -1.233 6.192 2.883
H: -2.249 4.231 2.086
H: -4.989 5.125 3.126
H: -4.584 3.606 2.315
H: -4.003 4.478 5.169
H: -5.050 3.209 4.612
H: -1.236 2.240 5.732
H: 0.080 3.954 5.454
H: -0.817 4.082 3.946
H: -1.368 5.745 6.498
H: -0.283 6.233 5.170
H: -3.319 6.946 6.446
H: -4.177 7.432 4.851
H: -3.993 1.460 6.091
H: -4.326 0.958 4.421
H: -2.747 0.592 5.156
H: -5.522 5.971 1.327
H: -4.791 6.701 -0.119
H: -4.765 4.938 0.079



Record 3
DFT (the ωB97M-V functional and the def2-TZVPD basis) results for the molecule C15H24N4O5S2.

Computed properties:
E_LUMO	0.422	eV
energy above the lowest of the compared OMol25 structures with the same formula, charge and spin	0.039	eV
SMILES string	CN(C)CCNC(=O)C(=O)NC[C@H]1OCCCN1S(=O)(=O)c1cccs1
largest force on an atom	0.96	eV/A
highest occupied orbital energy	-7.969	eV
total energy	-1977.58090	Eh

Geometry (Å):
C: -0.935 3.955 -0.617
N: -0.889 3.700 -2.043
C: -1.357 2.363 -2.353
H: -2.417 2.311 -2.098
H: -1.255 2.179 -3.422
H: -0.836 1.577 -1.794
C: 0.354 4.082 -2.671
H: 0.410 5.177 -2.637
C: 1.675 3.555 -2.077
N: 1.776 2.118 -2.113
C: 2.285 1.387 -1.122
O: 2.818 1.810 -0.108
C: 2.124 -0.112 -1.365
O: 1.591 -0.566 -2.361
N: 2.666 -0.831 -0.361
C: 2.288 -2.201 -0.126
H: 2.938 -2.627 0.639
H: 2.386 -2.764 -1.057
C: 0.799 -2.216 0.301
N: 0.626 -1.352 1.443
S: -0.469 -0.121 1.273
O: -0.486 0.615 2.498
O: -0.149 0.545 0.047
C: -2.037 -0.909 1.064
C: -2.906 -1.291 2.042
C: -4.033 -1.957 1.519
C: -3.984 -2.066 0.163
S: -2.568 -1.355 -0.504
H: -4.704 -2.524 -0.486
H: -4.838 -2.334 2.123
H: -2.739 -1.078 3.082
C: 0.865 -1.920 2.751
H: 0.486 -1.194 3.471
H: 1.946 -2.026 2.899
C: 0.185 -3.283 2.887
H: -0.899 -3.159 2.882
H: 0.485 -3.766 3.816
C: 0.597 -4.131 1.685
H: 1.677 -4.329 1.713
O: 0.239 -3.488 0.474
H: 0.064 -5.084 1.665
H: 0.242 -1.766 -0.528
H: 2.932 -0.257 0.433
H: 1.358 1.605 -2.879
H: 2.501 3.997 -2.649
H: 1.784 3.854 -1.032
H: 0.296 3.785 -3.722
H: -0.543 4.951 -0.417
H: -1.977 3.922 -0.297
H: -0.376 3.216 -0.029



Record 4
DFT (the ωB97M-V functional and the def2-TZVPD basis) results for a structure of composition C15H25AuN4O2.

Computed properties:
E_LUMO (alpha / beta)	-8.930 / -9.037	eV
energy above the lowest of the compared OMol25 structures with the same formula, charge and spin	0.925	eV
total charge	+2
largest force on an atom	1.79	eV/A
highest occupied orbital energy (alpha / beta)	-15.176 / -15.375	eV
total energy	-1091.22089	Eh

Geometry (Å):
Au: -0.165 -0.429 0.276
C: -3.356 -4.064 -0.732
C: -2.225 -3.876 -1.764
C: -1.215 -5.035 -1.700
C: -2.794 -3.720 -3.182
C: -1.539 -2.680 -1.392
N: -0.999 -1.711 -1.079
H: -3.890 -4.979 -0.977
H: -4.062 -3.236 -0.769
H: -2.964 -4.155 0.280
H: -1.729 -5.954 -1.978
H: -0.808 -5.158 -0.698
H: -0.395 -4.879 -2.399
H: -3.331 -4.629 -3.446
H: -1.998 -3.572 -3.907
H: -3.488 -2.884 -3.237
N: -3.386 1.284 0.635
C: -2.498 1.914 -0.147
N: -2.874 3.072 -0.698
O: -1.349 1.474 -0.375
H: -4.301 1.668 0.799
H: -3.151 0.414 1.082
H: -3.785 3.472 -0.556
H: -2.228 3.570 -1.288
C: 0.334 0.074 2.322
C: 1.424 0.978 2.107
C: 1.206 2.379 2.034
C: 2.269 3.251 1.955
C: 3.572 2.761 1.873
C: 3.811 1.385 1.938
C: 2.757 0.503 2.025
H: -0.569 0.515 2.730
H: 0.595 -0.881 2.759
H: 0.193 2.754 2.067
H: 2.092 4.315 1.945
H: 4.395 3.443 1.735
H: 4.822 1.015 1.916
H: 2.937 -0.561 2.054
C: 1.024 0.456 -2.806
C: 2.133 0.069 -1.881
N: 3.367 0.157 -2.352
O: 1.940 -0.319 -0.715
H: 1.396 0.888 -3.729
H: 0.367 1.161 -2.302
H: 0.439 -0.432 -3.037
H: 3.561 0.427 -3.304
H: 4.152 -0.106 -1.772



Record 5
DFT (the ωB97M-V functional and the def2-TZVPD basis) results for the ion C15H25BCl2NO5 with charge -1.

Computed properties:
E_LUMO	2.774	eV
total charge	-1
largest force on an atom	0.89	eV/A
highest occupied orbital energy	-5.583	eV
total energy	-1962.83475	Eh

Geometry (Å):
C: -3.643 -0.618 -3.851
C: -3.506 0.711 -3.105
O: -4.099 0.641 -1.816
C: -3.168 0.599 -0.743
C: -2.588 1.968 -0.374
C: -1.289 2.406 -1.073
C: -0.225 1.316 -1.223
C: 0.175 0.711 0.125
C: 1.144 -0.485 0.139
C: 0.575 -1.681 -0.635
C: -0.430 -2.471 0.198
O: -1.272 -3.251 -0.675
O: 1.292 -0.898 1.495
B: 2.386 -0.063 2.033
C: 2.977 -0.607 3.419
Cl: 3.147 -2.364 3.538
C: 3.372 0.056 4.500
C: 3.929 -0.549 5.763
Cl: 3.280 1.804 4.556
O: 3.377 -0.108 0.883
C: 2.653 -0.235 -0.226
O: 2.873 0.988 -1.105
C: 2.749 0.746 -2.344
N: 2.642 0.527 -3.473
H: -4.576 -0.648 -4.420
H: -3.670 -1.443 -3.138
H: -2.817 -0.765 -4.550
H: -4.022 1.505 -3.653
H: -2.453 0.991 -3.035
H: -2.386 -0.140 -0.961
H: -3.733 0.217 0.110
H: -3.372 2.693 -0.620
H: -2.469 2.016 0.712
H: -1.511 2.825 -2.060
H: -0.855 3.223 -0.487
H: -0.600 0.538 -1.896
H: 0.635 1.752 -1.727
H: 0.587 1.502 0.754
H: -0.727 0.359 0.637
H: 0.089 -1.369 -1.562
H: 1.392 -2.349 -0.922
H: 0.101 -3.147 0.868
H: -1.038 -1.797 0.805
H: -2.183 -3.051 -0.459
H: 2.013 1.099 2.183
H: 4.688 -1.295 5.524
H: 3.137 -1.017 6.353
H: 4.393 0.226 6.373
H: 3.025 -1.070 -0.835



Record 6
DFT (the ωB97M-V functional and the def2-TZVPD basis) results for a cluster of 7 separate species, C15H25Cl12N2O in total.

Computed properties:
E_LUMO	-5.255	eV
total charge	+1
largest force on an atom	8.42	eV/A
highest occupied orbital energy	-11.874	eV
total energy	-6292.96348	Eh

Geometry (Å):
C: 0.124 0.572 3.076
N: -0.340 1.352 1.866
C: 0.672 2.404 1.462
C: -0.728 0.465 0.704
O: 0.199 -0.395 0.216
C: -2.187 0.479 -0.076
N: -3.198 1.218 0.780
C: -4.286 0.342 1.431
C: -5.438 1.019 2.405
C: -5.425 2.649 2.725
C: -4.221 3.514 1.962
C: -3.152 2.729 0.996
H: -0.779 0.359 3.816
H: 0.929 1.165 3.728
H: 0.649 -0.454 2.790
H: 1.470 1.950 0.724
H: 1.269 2.858 2.369
H: 0.097 3.311 0.948
H: -2.509 -0.667 -0.163
H: -2.123 0.866 -1.189
H: -4.328 -0.827 1.255
H: -6.260 0.321 2.875
H: -6.225 3.165 3.445
H: -4.128 4.669 2.127
H: -2.281 3.364 0.485
C: 2.314 2.471 6.086
Cl: 2.894 1.876 4.526
Cl: 0.736 3.252 5.922
H: 2.224 1.629 6.777
H: 3.031 3.196 6.479
C: 3.592 -0.778 0.560
Cl: 4.526 0.186 1.710
Cl: 4.651 -1.569 -0.614
H: 3.033 -1.542 1.106
H: 2.898 -0.123 0.028
C: 8.111 -3.399 -0.987
Cl: 8.497 -2.884 -2.634
Cl: 9.459 -3.078 0.111
H: 7.231 -2.851 -0.640
H: 7.901 -4.471 -0.989
C: 5.255 -4.581 -2.791
Cl: 3.856 -5.253 -3.637
Cl: 6.448 -5.836 -2.436
H: 5.719 -3.818 -3.421
H: 4.921 -4.132 -1.853
C: -3.432 1.390 -4.299
Cl: -4.319 -0.089 -3.913
Cl: -2.929 2.232 -2.828
H: -2.544 1.130 -4.881
H: -4.077 2.050 -4.884
C: -5.571 -2.285 -6.503
Cl: -6.869 -1.818 -7.608
Cl: -4.128 -2.786 -7.392
H: -5.320 -1.431 -5.868
H: -5.914 -3.117 -5.883